[1]
Entry from OMol25: C27H14F5GaN8O4S3Se as an isolated structure at a distorted geometry (wB97M-V/def2-TZVPD).

```
63
Properties=species:S:1:pos:R:3:mulliken_charge:R:1
Ga 0.81 0.48 0.30 0.944
Se 5.62 -5.36 -1.39 0.210
N 3.80 -5.27 -1.03 -0.900
C 3.49 -4.03 -0.81 1.091
C 2.17 -3.55 -0.49 0.287
C 1.13 -4.48 -0.35 -0.726
C -0.08 -4.01 0.14 -1.351
C -0.19 -2.62 0.39 -0.529
N 0.74 -1.72 0.14 0.748
C 1.97 -2.19 -0.26 0.107
C 3.05 -1.23 -0.40 -0.197
N 2.72 0.08 -0.24 0.217
C 3.70 0.99 -0.35 -0.207
C 5.04 0.66 -0.63 -1.224
C 5.37 -0.69 -0.79 -0.524
C 4.35 -1.63 -0.72 0.205
C 4.60 -3.04 -0.94 1.059
N 5.79 -3.51 -1.21 -0.896
H 1.40 -5.52 -0.50 0.567
H -0.90 -4.68 0.36 0.476
H -1.12 -2.19 0.78 0.855
H 3.38 2.02 -0.21 0.713
H 5.80 1.44 -0.63 0.427
H 6.37 -1.03 -1.02 0.571
O 2.01 2.84 5.58 -0.559
C 2.07 1.51 5.74 0.434
O 2.24 1.01 6.82 -0.590
C 1.84 0.65 4.53 0.020
C 1.70 -0.76 4.51 -0.476
N 1.38 -1.16 3.25 -0.282
N 1.31 -0.09 2.38 0.324
C 1.57 1.02 3.16 -0.471
C 1.58 2.30 2.45 1.080
O 1.82 3.38 3.02 -0.819
O 1.26 2.20 1.20 -0.351
H 1.88 3.12 4.57 0.424
H 1.81 -1.37 5.38 0.546
H 1.29 -2.13 2.94 0.138
S -4.56 -0.99 -3.38 -0.385
C -4.04 -0.15 -2.01 0.285
S -2.67 -0.89 -1.23 -0.045
C -2.67 0.40 -0.02 0.402
N -3.64 1.30 -0.15 -0.838
N -4.38 0.98 -1.33 0.539
C -5.43 1.92 -1.69 0.835
C -6.44 1.57 -2.59 -0.465
C -7.49 2.45 -2.79 -0.560
C -7.55 3.66 -2.10 -0.473
C -6.52 3.99 -1.20 -0.467
C -5.46 3.12 -0.98 -0.484
S -1.59 0.39 1.30 -0.420
H -6.35 0.63 -3.16 0.078
H -8.26 2.18 -3.51 0.369
H -8.41 4.32 -2.23 0.334
H -6.53 4.91 -0.62 0.353
H -4.66 3.26 -0.27 0.480
F 1.30 2.28 -1.75 -0.303
C 0.40 1.24 -1.68 -0.313
F -0.89 1.74 -1.76 -0.204
C 0.68 0.27 -2.85 0.672
F 0.22 -0.96 -2.60 -0.179
F 2.03 0.20 -3.06 -0.268
F 0.12 0.72 -3.98 -0.286
```

* LUMO: -2.3292 eV
* energy above the lowest of the compared OMol25 structures with the same formula, charge and spin: 0.00 kJ/mol
* E_HOMO: -7.53 eV
* gap between HOMO and LUMO: 5.20 eV
* total charge: 0
* maximum force: 0.0579 hartree/bohr
* electronic energy: -212154.7352 eV



[2]
Entry from OMol25: C27H16Br2F3N7O4Sn as an isolated structure (wB97M-V/def2-TZVPD).

```
60
Properties=species:S:1:pos:R:3:mulliken_charge:R:1
Sn -1.29 -0.96 0.46 0.694
C 3.25 -2.52 -0.40 -1.444
C 1.79 -2.47 -0.06 0.584
N 1.20 -1.49 0.50 0.605
N 1.97 -0.39 0.83 -0.765
C 1.22 0.65 1.04 0.320
O -0.07 0.71 0.96 -0.248
C 1.91 1.92 1.38 0.383
C 3.30 2.00 1.42 -0.214
C 3.93 3.19 1.73 -0.717
C 3.17 4.33 2.01 -0.324
C 1.79 4.26 1.97 -0.704
C 1.16 3.06 1.65 -0.461
C 0.94 -3.63 -0.45 0.616
C 1.20 -4.31 -1.64 -0.685
C 0.37 -5.37 -1.98 -0.482
C -0.67 -5.71 -1.13 -0.509
C -0.85 -4.96 0.01 -0.347
N -0.07 -3.94 0.36 -0.222
H 3.78 -1.73 0.14 0.328
H 3.66 -3.49 -0.13 0.440
H 3.39 -2.36 -1.47 0.248
H 3.87 1.11 1.19 0.408
H 5.01 3.25 1.75 0.371
H 3.66 5.26 2.25 0.351
H 1.19 5.14 2.18 0.386
H 0.08 2.98 1.61 0.464
H 1.98 -3.97 -2.30 0.251
H 0.53 -5.90 -2.91 0.394
H -1.34 -6.53 -1.36 0.365
H -1.67 -5.18 0.70 0.384
Br -5.27 1.39 3.10 -0.211
C -4.63 1.97 1.41 -0.400
C -5.27 3.04 0.79 -0.375
C -4.84 3.51 -0.42 0.009
Br -5.76 4.98 -1.21 -0.306
C -3.75 2.89 -1.09 0.911
C -3.25 3.28 -2.35 -0.620
C -2.21 2.59 -2.90 -0.992
C -1.66 1.49 -2.21 -0.259
N -2.11 1.13 -1.04 0.178
C -3.12 1.80 -0.45 -0.048
C -3.52 1.31 0.86 0.558
O -2.89 0.36 1.44 -0.654
H -6.10 3.51 1.29 0.385
H -3.69 4.12 -2.86 0.299
H -1.80 2.87 -3.87 0.427
H -0.84 0.89 -2.61 0.407
N 1.04 -3.88 5.78 -0.621
C 0.13 -3.40 5.23 0.516
N -0.97 -2.93 4.70 -0.743
C -0.97 -2.18 3.65 0.483
N -1.09 -1.55 2.68 -0.435
F 3.52 0.42 -2.29 -0.279
C 2.29 0.51 -2.83 0.899
F 2.46 1.06 -4.07 -0.341
F 1.62 1.42 -2.11 -0.205
C 1.57 -0.88 -2.95 0.294
O 2.30 -1.77 -3.40 -0.756
O 0.39 -0.89 -2.57 -0.590
```

* LUMO: 3.7012 eV
* energy above the lowest of the compared OMol25 structures with the same formula, charge and spin: 0.00 kJ/mol
* E_HOMO: -2.74 eV
* gap between HOMO and LUMO: 6.44 eV
* total charge: -2
* maximum force: 0.0075 hartree/bohr
* electronic energy: -200953.1648 eV



[3]
Entry from OMol25: C27H16Cl5N4ORuS2 as an isolated structure (wB97M-V/def2-TZVPD).

```
56
Properties=species:S:1:pos:R:3:mulliken_charge:R:1
Ru -0.20 0.64 0.48 0.468
Cl -1.57 0.45 3.48 -0.181
C -2.01 1.85 2.56 1.382
C -1.49 2.02 1.27 -1.172
C -1.86 3.21 0.64 0.875
Cl -1.22 3.58 -0.93 -0.210
C -2.71 4.15 1.22 -0.166
Cl -3.15 5.61 0.39 -0.232
C -3.22 3.93 2.50 0.469
Cl -4.28 5.08 3.23 -0.235
C -2.86 2.77 3.17 -0.171
Cl -3.47 2.50 4.77 -0.237
S -0.26 0.39 -1.79 -0.365
C -1.39 -0.87 -2.19 0.457
C -1.57 -1.29 -3.51 -1.013
C -2.48 -2.29 -3.83 0.540
C -2.61 -2.72 -5.19 -0.043
N -2.69 -3.05 -6.29 -0.644
C -3.25 -2.88 -2.81 0.608
C -3.08 -2.46 -1.50 -1.011
C -2.14 -1.48 -1.16 0.309
S -1.87 -1.02 0.49 -0.317
C -4.19 -3.92 -3.10 -0.102
N -4.93 -4.78 -3.30 -0.647
H -0.98 -0.83 -4.29 0.511
H -3.67 -2.92 -0.71 0.509
C 3.52 0.56 -0.38 -0.982
C 3.65 1.54 0.75 0.851
C 4.85 2.13 1.08 -0.709
C 4.96 3.02 2.15 -0.707
C 3.82 3.31 2.89 -0.709
C 2.59 2.74 2.60 0.992
C 1.36 3.06 3.38 -1.084
C 2.49 1.83 1.51 -0.247
N 1.32 1.24 1.23 -0.902
H 4.48 0.42 -0.89 0.338
H 2.76 0.87 -1.10 0.150
H 3.18 -0.41 0.01 0.049
H 5.73 1.89 0.49 0.321
H 5.91 3.48 2.39 0.343
H 3.88 4.01 3.72 0.305
H 1.57 3.76 4.19 0.359
H 0.91 2.15 3.79 0.177
H 0.59 3.50 2.73 0.138
O 1.82 -2.74 0.83 -0.740
N 1.15 -3.21 -0.15 0.721
C 0.11 -4.05 0.07 -0.357
C -0.57 -4.63 -0.97 -0.604
C -0.23 -4.35 -2.28 -0.171
C 0.79 -3.43 -2.49 -0.595
C 1.46 -2.87 -1.43 -0.213
H -0.11 -4.19 1.12 0.369
H -1.40 -5.30 -0.74 0.421
H -0.77 -4.78 -3.11 0.461
H 1.08 -3.12 -3.49 0.394
H 2.25 -2.14 -1.51 0.250
```

* LUMO (spin up / spin down): 4.0274 / 4.0285 eV
* energy above the lowest of the compared OMol25 structures with the same formula, charge and spin: 34.16 kJ/mol
* E_HOMO (spin up / spin down): -0.78 / -1.49 eV
* gap between HOMO and LUMO (spin up / spin down): 4.80 / 5.52 eV
* total charge: -2
* maximum force: 0.0037 hartree/bohr
* spin multiplicity: 2
* electronic energy: -123131.8615 eV



- Which formula does entry 3 have?
  C27H16Cl5N4ORuS2



Copy entry 1 word for word.
Entry from OMol25: C27H14F5GaN8O4S3Se as an isolated structure at a distorted geometry (wB97M-V/def2-TZVPD).

```
63
Properties=species:S:1:pos:R:3:mulliken_charge:R:1
Ga 0.81 0.48 0.30 0.944
Se 5.62 -5.36 -1.39 0.210
N 3.80 -5.27 -1.03 -0.900
C 3.49 -4.03 -0.81 1.091
C 2.17 -3.55 -0.49 0.287
C 1.13 -4.48 -0.35 -0.726
C -0.08 -4.01 0.14 -1.351
C -0.19 -2.62 0.39 -0.529
N 0.74 -1.72 0.14 0.748
C 1.97 -2.19 -0.26 0.107
C 3.05 -1.23 -0.40 -0.197
N 2.72 0.08 -0.24 0.217
C 3.70 0.99 -0.35 -0.207
C 5.04 0.66 -0.63 -1.224
C 5.37 -0.69 -0.79 -0.524
C 4.35 -1.63 -0.72 0.205
C 4.60 -3.04 -0.94 1.059
N 5.79 -3.51 -1.21 -0.896
H 1.40 -5.52 -0.50 0.567
H -0.90 -4.68 0.36 0.476
H -1.12 -2.19 0.78 0.855
H 3.38 2.02 -0.21 0.713
H 5.80 1.44 -0.63 0.427
H 6.37 -1.03 -1.02 0.571
O 2.01 2.84 5.58 -0.559
C 2.07 1.51 5.74 0.434
O 2.24 1.01 6.82 -0.590
C 1.84 0.65 4.53 0.020
C 1.70 -0.76 4.51 -0.476
N 1.38 -1.16 3.25 -0.282
N 1.31 -0.09 2.38 0.324
C 1.57 1.02 3.16 -0.471
C 1.58 2.30 2.45 1.080
O 1.82 3.38 3.02 -0.819
O 1.26 2.20 1.20 -0.351
H 1.88 3.12 4.57 0.424
H 1.81 -1.37 5.38 0.546
H 1.29 -2.13 2.94 0.138
S -4.56 -0.99 -3.38 -0.385
C -4.04 -0.15 -2.01 0.285
S -2.67 -0.89 -1.23 -0.045
C -2.67 0.40 -0.02 0.402
N -3.64 1.30 -0.15 -0.838
N -4.38 0.98 -1.33 0.539
C -5.43 1.92 -1.69 0.835
C -6.44 1.57 -2.59 -0.465
C -7.49 2.45 -2.79 -0.560
C -7.55 3.66 -2.10 -0.473
C -6.52 3.99 -1.20 -0.467
C -5.46 3.12 -0.98 -0.484
S -1.59 0.39 1.30 -0.420
H -6.35 0.63 -3.16 0.078
H -8.26 2.18 -3.51 0.369
H -8.41 4.32 -2.23 0.334
H -6.53 4.91 -0.62 0.353
H -4.66 3.26 -0.27 0.480
F 1.30 2.28 -1.75 -0.303
C 0.40 1.24 -1.68 -0.313
F -0.89 1.74 -1.76 -0.204
C 0.68 0.27 -2.85 0.672
F 0.22 -0.96 -2.60 -0.179
F 2.03 0.20 -3.06 -0.268
F 0.12 0.72 -3.98 -0.286
```

* LUMO: -2.3292 eV
* energy above the lowest of the compared OMol25 structures with the same formula, charge and spin: 0.00 kJ/mol
* E_HOMO: -7.53 eV
* gap between HOMO and LUMO: 5.20 eV
* total charge: 0
* maximum force: 0.0579 hartree/bohr
* electronic energy: -212154.7352 eV



- The lowest maximum force belongs to which entry?
  C27H16Cl5N4ORuS2